22
Properties=species:S:1:pos:R:3:mulliken_charge:R:1 method="wB97M-V/def2-TZVPD" smiles="C=C=NCCC=[N+](C)C" orbital_gap_ev="7.8276 / 7.8271" lumo_energy_ev="-4.4 / -4.4" total_charge=+1 e_above_lowest_ev=4.878 energy_ha=-383.63791
C -1.4204 -1.7363 -0.2752 -0.74
C -2.5830 0.4517 -0.1855 0.89
C -2.8751 1.6925 0.0024 -1.15
C 1.0091 -1.0492 0.0153 0.11
C -0.0402 -1.6432 0.7571 -0.75
C 2.7053 0.4127 -0.7759 -0.92
C 0.8777 1.3091 0.7444 -0.66
N -2.3567 -0.7287 -0.4512 -0.42
N 1.3576 0.2233 -0.0681 0.08
H -1.8791 -2.5586 0.0516 0.51
H -3.3090 2.1474 0.8716 0.28
H -2.5368 2.5241 -0.6981 0.26
H 1.5801 -1.5771 -0.6589 0.46
H -1.1381 -1.8748 -1.2336 0.52
H -0.4815 -1.1311 1.6009 0.33
H 0.0402 -2.6442 0.7948 0.33
H 3.1885 -0.5026 -0.9019 0.36
H 2.4076 0.7650 -1.8020 0.38
H 3.3337 1.2453 -0.4716 0.31
H 0.2687 1.9283 -0.0424 0.26
H 0.2456 0.7372 1.5285 0.23
H 1.6060 2.0091 1.1979 0.34

***

5
Properties=species:S:1:pos:R:3:mulliken_charge:R:1 method="wB97M-V/def2-TZVPD" orbital_gap_ev="7.8196 / 6.8511" lumo_energy_ev="-0.6 / -0.9" total_charge=0 e_above_lowest_ev=3.178 energy_ha=-562.89979
N 0.6330 -0.7397 -0.6074 -0.18
N -1.4955 -0.9187 0.5059 -0.15
N 0.6984 0.4147 -0.3368 -0.06
S -1.4012 0.4070 1.0506 0.17
H 1.5654 0.8366 -0.6123 0.22

***

96
Properties=species:S:1:pos:R:3:mulliken_charge:R:1 method="wB97M-V/def2-TZVPD" orbital_gap_ev="8.4584 / 6.0322" lumo_energy_ev="-4.0 / -6.9" total_charge=+2 e_above_lowest_ev=1.260 energy_ha=-2748.75303 spin_multiplicity=3
Pd 0.1976 -0.4747 0.6582 -0.08
N 0.1906 2.0848 0.1027 0.40
C -0.4974 2.3414 -1.1597 1.12
C -0.3461 3.7826 -1.6930 -1.31
C 1.0645 4.3944 -1.7685 -0.53
C 2.0461 3.7856 -2.7824 -1.08
N 1.4935 3.6956 -4.1231 0.01
C 1.4036 4.6635 -5.0081 0.90
N 2.0506 5.8271 -4.8699 -0.35
N 0.6335 4.4715 -6.0868 -0.40
C -0.1438 1.1995 -2.1725 0.08
O -0.3843 1.3990 -3.3832 -0.93
O 0.2783 0.1291 -1.6756 -0.22
H -0.1812 2.6598 0.8523 0.02
H 1.1753 2.3019 0.0083 0.13
H -1.5675 2.2022 -0.9746 -0.64
H -0.9181 4.4266 -1.0206 0.54
H -0.8347 3.8333 -2.6667 0.46
H 1.5303 4.3668 -0.7795 0.40
H 0.9416 5.4506 -2.0200 0.40
H 2.3215 2.7713 -2.4891 0.21
H 2.9675 4.3710 -2.7955 0.33
H 0.8216 2.8989 -4.2102 0.26
H 2.6752 5.9811 -4.0997 0.18
H 2.0336 6.5153 -5.6014 0.21
H 0.1495 3.5969 -6.2046 0.20
H 0.6060 5.1344 -6.8401 0.19
C -3.2482 -1.7081 -0.8224 -1.21
C -1.8703 -2.1934 -1.3112 -0.81
P -0.8862 -2.8390 0.0948 2.33
C -0.9842 -4.6597 -0.1349 1.06
C -2.1839 -5.2273 -0.5658 -0.72
C -2.2393 -6.5776 -0.8684 -0.80
C -1.1120 -7.3723 -0.7181 -0.55
C 0.0677 -6.8211 -0.2389 -0.76
C 0.1324 -5.4721 0.0701 -0.52
C 0.8847 -2.5602 -0.2094 -0.40
C 1.4868 -2.5747 -1.4725 -0.85
C 2.8603 -2.6646 -1.5684 -0.94
C 3.6478 -2.7566 -0.4214 -0.71
C 3.0687 -2.7189 0.8336 -0.82
C 1.6879 -2.6025 0.9485 0.06
C -3.2008 -0.3376 -0.1431 -0.87
P -2.0900 -0.2545 1.3230 1.28
C -3.0680 -1.1538 2.5851 0.63
C -4.0389 -0.4473 3.2999 -0.86
C -4.8783 -1.1087 4.1814 -0.81
C -4.7626 -2.4787 4.3658 -0.59
C -3.7870 -3.1850 3.6801 -0.86
C -2.9402 -2.5248 2.8029 -0.19
C -2.1893 1.4666 1.9052 0.57
C -3.0116 2.4469 1.3625 0.02
C -2.9665 3.7419 1.8653 -0.91
C -2.1135 4.0582 2.9114 -0.54
C -1.3012 3.0775 3.4711 -0.73
C -1.3335 1.7909 2.9626 -0.45
H -3.6931 -2.4413 -0.1433 0.27
H -3.9145 -1.6297 -1.6818 0.47
H -1.3042 -1.3697 -1.7528 0.09
H -1.9915 -2.9850 -2.0498 0.88
H -3.0723 -4.6173 -0.6793 0.30
H -3.1653 -7.0074 -1.2264 0.44
H -1.1576 -8.4248 -0.9637 0.42
H 0.9476 -7.4379 -0.1137 0.44
H 1.0549 -5.0604 0.4513 0.34
H 0.8835 -2.5693 -2.3698 0.43
H 3.3273 -2.6992 -2.5442 0.48
H 4.7204 -2.8703 -0.5142 0.47
H 3.6789 -2.7999 1.7233 0.53
H 1.2214 -2.7011 1.9242 0.41
H -4.2018 -0.0632 0.1970 0.89
H -2.8602 0.4056 -0.8694 0.28
H -4.1427 0.6214 3.1718 0.37
H -5.6227 -0.5491 4.7318 0.45
H -5.4234 -2.9926 5.0509 0.41
H -3.6751 -4.2496 3.8373 0.48
H -2.1629 -3.0881 2.3068 0.41
H -3.6971 2.2097 0.5579 0.39
H -3.6118 4.5025 1.4456 0.50
H -2.0833 5.0686 3.2972 0.43
H -0.6505 3.3206 4.3007 0.44
H -0.7039 1.0144 3.3852 0.39
C 6.3863 0.7856 1.8915 -1.45
C 4.9225 0.6522 1.6129 1.01
C 3.9925 0.4854 2.6378 -1.06
C 2.6532 0.3471 2.3320 -0.78
N 2.1975 0.3492 1.0749 0.86
C 3.0781 0.5061 0.0835 -0.40
C 4.4305 0.6710 0.3094 -1.19
H 6.5788 0.9404 2.9508 0.39
H 6.8148 1.6138 1.3277 0.37
H 6.9106 -0.1211 1.5817 0.30
H 4.3161 0.4712 3.6702 0.43
H 1.9110 0.2526 3.1156 0.32
H 2.6644 0.5016 -0.9196 0.73
H 5.1052 0.8053 -0.5268 0.52

***

10
Properties=species:S:1:pos:R:3:mulliken_charge:R:1 method="wB97M-V/def2-TZVPD" smiles=OOOPNS orbital_gap_ev=9.4622 lumo_energy_ev=0.8 total_charge=0 e_above_lowest_ev=6.300 energy_ha=-1022.20478
N -1.5120 0.0886 0.5433 -0.42
O 2.3340 0.1368 -0.2725 -0.32
O 1.2656 0.6252 -0.9975 -0.05
O 0.3405 -0.4083 -1.2806 -0.18
P -0.2636 -1.2126 0.0331 0.28
S -1.0548 1.0826 1.8711 -0.12
H -2.3925 -0.3618 0.7698 0.28
H 2.9906 -0.1811 -0.9186 0.34
H -1.1512 -1.8287 -0.8540 0.06
H -0.5568 2.0593 1.1058 0.13

***

29
Properties=species:S:1:pos:R:3:mulliken_charge:R:1 method="wB97M-V/def2-TZVPD" orbital_gap_ev="7.7575 / 5.1006" lumo_energy_ev="-9.0 / -12.0" total_charge=+2 e_above_lowest_ev=1.988 energy_ha=-1977.34698 spin_multiplicity=5
C 0.5243 2.8345 2.1481 -0.67
O -0.5136 1.9447 1.6939 -0.37
C -0.3449 0.7522 1.0412 -0.05
C -0.2890 0.7086 -0.3900 -0.17
C 0.7379 -0.2833 -0.8822 -1.13
C 0.2925 -1.5901 -0.3890 0.02
C -0.3336 -1.6723 0.8488 -0.99
C -0.5591 -0.5096 1.6475 -0.10
Fe -1.9243 -0.4916 -0.0191 0.19
C -2.4506 -0.5272 -1.6901 0.24
O -2.8091 -0.4443 -2.7978 -0.16
C -3.0448 0.8162 0.2859 0.19
O -3.8622 1.6289 0.4505 -0.16
C -3.1487 -1.7355 0.3483 0.48
O -4.1514 -2.3053 0.4701 -0.12
H -0.0118 3.7146 2.5158 0.28
H 1.0838 2.3779 2.9761 0.32
H 1.2026 3.1306 1.3333 0.32
H -0.3425 1.6493 -0.9509 0.59
H 0.8182 -0.2716 -1.9823 0.54
H 1.7356 0.0493 -0.5336 0.59
H 0.4357 -2.4670 -1.0241 0.63
H -0.5371 -2.6495 1.3116 0.70
H -0.8824 -0.5650 2.6842 0.63
H 2.6274 -1.4189 -1.3292 -0.01
B 3.6745 -0.8178 -1.8193 -0.07
H 4.4072 -0.3422 -0.9347 0.06
H 4.3181 -1.6495 -2.4644 0.12
H 3.3475 0.1340 -2.5485 0.11

***

62
Properties=species:S:1:pos:R:3:mulliken_charge:R:1 method="wB97M-V/def2-TZVPD" smiles="O=C1c2ccccc2C(=O)c2ccccc21.O=C1c2ccccc2C(=O)c2ccccc21.NP(O)BP(=O)(O)O" orbital_gap_ev=7.8526 lumo_energy_ev=-1.1 total_charge=0 energy_ha=-2444.58599
N -4.0376 9.2318 -3.3599 -0.60
P -3.6279 8.8874 -1.7302 0.12
O -5.0738 8.4301 -1.0950 -0.45
B -2.5683 7.3417 -1.6486 0.45
P -2.0404 6.5040 -0.0170 0.69
O -0.9484 7.2878 0.5843 -0.66
O -3.2895 6.2384 0.9467 -0.51
O -1.7295 4.9652 -0.3563 -0.44
H -4.3193 8.4048 -3.8753 0.28
H -3.2361 9.6306 -3.8354 0.27
H -5.5674 9.2062 -0.8105 0.31
H -1.9998 6.9907 -2.6364 -0.07
H -3.3821 6.9490 1.5911 0.33
H -1.2187 4.8985 -1.1712 0.28
C -0.6730 2.4128 1.1959 -0.68
C 0.3615 2.9139 1.9782 -0.60
C 1.6759 2.5923 1.6838 -0.82
C 1.9626 1.7593 0.6086 0.62
C 0.9224 1.2479 -0.1711 0.46
C -0.3936 1.5837 0.1222 -0.91
C 1.1944 0.3170 -1.3043 0.85
O 0.2928 -0.1154 -1.9895 -0.68
C 2.6106 -0.0750 -1.5554 0.27
C 2.8861 -0.9911 -2.5633 -0.73
C 4.1935 -1.3740 -2.8090 -0.57
C 5.2323 -0.8386 -2.0541 -0.49
C 4.9632 0.0745 -1.0488 -0.68
C 3.6514 0.4558 -0.7917 0.31
C 3.3843 1.4185 0.3174 0.46
O 4.2916 1.8891 0.9692 -0.66
H -1.6974 2.6766 1.4195 0.51
H 0.1401 3.5623 2.8155 0.45
H 2.4922 2.9775 2.2794 0.50
H -1.1862 1.1836 -0.4958 0.59
H 2.0659 -1.3976 -3.1390 0.50
H 4.4066 -2.0922 -3.5899 0.42
H 6.2536 -1.1370 -2.2513 0.42
H 5.7579 0.4989 -0.4505 0.48
C -2.1093 -8.5603 1.0810 -0.46
C -3.2012 -7.7578 1.3943 -0.50
C -3.0457 -6.3874 1.5125 -0.55
C -1.7947 -5.8124 1.3237 0.22
C -0.6969 -6.6189 1.0203 0.16
C -0.8604 -7.9933 0.8946 -0.59
C 0.6638 -6.0346 0.8378 0.65
O 1.6145 -6.7346 0.5621 -0.66
C 0.8123 -4.5609 1.0106 0.26
C 2.0754 -3.9941 0.8862 -0.83
C 2.2356 -2.6267 1.0312 -0.53
C 1.1337 -1.8198 1.2957 -0.34
C -0.1262 -2.3780 1.4214 -0.85
C -0.2915 -3.7507 1.2851 0.18
C -1.6557 -4.3315 1.4435 0.52
O -2.6175 -3.6279 1.6648 -0.66
H -2.2347 -9.6308 0.9842 0.40
H -4.1752 -8.2043 1.5455 0.39
H -3.8843 -5.7475 1.7504 0.47
H 0.0002 -8.6019 0.6533 0.47
H 2.9190 -4.6370 0.6751 0.48
H 3.2195 -2.1846 0.9318 0.46
H 1.2613 -0.7523 1.4100 0.72
H -0.9920 -1.7617 1.6227 0.53